# C5H25N2O7

A cluster of 7 separate species, C5H25N2O7 in total (ωB97M-V/def2-TZVPD, the OMol25 dataset).

Geometry as XYZ:
```
39
Properties=species:S:1:pos:R:3:forces:R:3
C -1.284 1.201 2.949 -1.237 0.795 0.666
O -2.370 1.936 2.387 -0.215 0.148 -0.994
C -0.674 0.514 1.746 -0.080 -0.347 -0.339
C -0.210 -0.869 2.151 1.766 0.162 0.979
C 0.149 -1.706 0.976 -0.943 -1.432 0.012
C 1.354 -2.225 0.744 -1.192 2.292 0.312
N 1.676 -2.890 -0.505 0.524 -0.854 0.733
N 0.414 1.339 1.151 -1.557 -1.242 -0.417
H -1.684 0.602 3.808 0.597 -0.110 -0.959
H -0.549 1.892 3.357 0.141 0.055 0.275
H -2.943 2.417 2.978 0.119 0.081 0.791
H -1.442 0.378 0.974 -0.057 0.162 0.371
H -0.968 -1.300 2.835 0.377 -0.160 -0.696
H 0.730 -0.732 2.742 -0.655 -0.140 0.047
H -0.725 -1.940 0.350 0.818 -0.013 0.098
H 2.185 -1.863 1.333 0.356 -0.488 -0.040
H 1.848 -2.215 -1.321 0.209 -0.194 0.669
H 2.572 -3.333 -0.285 0.001 -0.195 -0.761
H 1.005 -3.636 -0.691 -0.043 0.205 -0.402
H 1.270 0.814 1.234 0.534 0.965 0.435
H 0.300 2.270 1.520 1.074 0.002 0.193
H 0.455 3.183 -0.404 -0.057 -0.414 -0.386
H 0.655 4.575 -0.871 0.123 0.035 -0.567
O 0.629 3.673 -1.223 -0.081 0.148 0.829
H -0.261 -1.987 -3.839 0.173 0.093 0.260
H 0.083 -1.328 -2.447 -0.274 -0.780 -1.061
O 0.328 -2.057 -3.076 0.378 0.317 0.405
H 2.395 -1.723 -2.863 0.333 0.149 -0.290
H 2.636 -0.330 -2.355 0.292 -0.601 0.180
O 2.897 -1.271 -2.159 -0.518 0.133 -0.515
H 1.269 1.802 -2.504 0.117 -0.268 -0.385
H 1.492 0.905 -1.360 -0.189 -0.194 0.137
O 1.451 0.860 -2.326 -0.335 1.028 0.537
H -2.172 -1.289 -1.657 0.358 -0.990 0.055
H -1.588 -0.048 -1.411 0.901 0.111 0.610
O -1.306 -0.988 -1.327 -1.923 1.619 -0.666
H -3.228 1.404 0.495 0.097 0.322 -0.355
H -3.224 2.453 -0.635 -0.014 0.224 0.011
O -3.165 1.511 -0.471 0.082 -0.625 0.228
```
Positions in Å, forces in eV/Å.

Computed properties:
Energy relative to the best compared isomer or geometry (same formula, charge and spin) ... 275.0 kJ/mol
HOMO energy ... -12.9 eV
Maximum force ... 0.05061 Eh/bohr
Energy ... -22896.530 eV
Charge ... +1

Results of the Löwdin charge analysis, in e, for atoms 1 through 6:
1 C -0.19
2 O -0.07
3 C -0.38
4 C -0.15
5 C -0.08
6 C -0.09



# C13H10N4O3

An isolated molecule of C13H10N4O3 (ωB97M-V/def2-TZVPD, the OMol25 dataset).

Geometry as XYZ:
```
30
Properties=species:S:1:pos:R:3:forces:R:3
O -0.080 -2.458 0.519 -0.067 -0.058 -0.034
C -0.472 -1.372 0.170 0.080 -0.087 0.045
N 0.359 -0.318 -0.108 -0.428 0.945 -0.326
N 1.686 -0.436 0.028 0.752 -0.358 0.205
C 2.437 0.542 -0.275 -1.025 0.157 -0.130
C 3.878 0.449 -0.134 0.855 -0.382 0.196
N 4.565 1.536 -0.484 -0.632 0.122 -0.091
C 5.878 1.509 -0.376 0.481 -0.074 0.065
C 6.586 0.405 0.083 -0.117 0.009 -0.012
C 5.872 -0.728 0.446 -0.034 0.109 -0.043
C 4.495 -0.713 0.338 -0.042 0.223 -0.085
H 3.884 -1.561 0.604 -0.043 -0.112 0.038
H 6.386 -1.608 0.808 0.017 -0.056 0.022
H 7.662 0.435 0.152 0.083 0.026 -0.004
H 6.388 2.416 -0.672 0.125 0.019 0.002
H 2.052 1.496 -0.652 0.004 -0.029 0.013
H -0.025 0.560 -0.468 0.121 -0.413 0.110
C -1.927 -1.067 -0.020 -0.366 -0.081 0.015
C -2.475 0.195 0.168 -0.123 0.076 -0.019
C -3.842 0.371 -0.002 0.434 -1.130 -0.196
C -4.675 -0.683 -0.352 -0.008 0.349 0.094
C -4.126 -1.942 -0.523 0.146 0.046 0.023
C -2.765 -2.132 -0.352 0.135 0.061 0.025
H -2.323 -3.110 -0.468 0.035 -0.077 0.001
H -4.759 -2.774 -0.786 -0.055 -0.060 -0.030
H -5.732 -0.502 -0.477 -0.021 0.000 0.002
N -4.404 1.689 0.191 -0.150 0.389 0.047
O -3.633 2.597 0.415 0.135 0.291 0.079
O -5.606 1.804 0.110 -0.308 0.088 -0.009
H -1.885 1.046 0.476 0.018 0.008 -0.003
```
Positions in Å, forces in eV/Å.

Computed properties:
Energy relative to the best compared isomer or geometry (same formula, charge and spin) ... 455.4 kJ/mol
HOMO energy ... -9.0 eV
Maximum force ... 0.02384 Eh/bohr
SMILES string ... O=C(N/N=C/c1ccccn1)c1cccc([N+](=O)[O-])c1
Energy ... -25742.822 eV
Charge ... 0

Results of the Löwdin charge analysis, in e, for atoms 1 through 6:
1 O 0.10
2 C -0.43
3 N 0.04
4 N 0.07
5 C -0.08
6 C -0.28



# C20H19N5O3

An isolated molecule of C20H19N5O3 (ωB97M-V/def2-TZVPD, the OMol25 dataset).

Geometry as XYZ:
```
47
Properties=species:S:1:pos:R:3:forces:R:3
C 7.218 1.791 1.270 -0.333 -0.049 -0.254
C 6.100 2.305 0.374 0.516 0.330 0.047
H 5.488 3.047 0.892 0.053 -0.083 -0.103
H 6.517 2.737 -0.541 -0.139 -0.011 0.160
O 5.188 1.265 0.023 -0.297 -0.376 -0.082
C 5.564 0.469 -0.989 0.067 -0.012 -0.108
O 6.581 0.607 -1.628 0.286 0.167 -0.038
N 4.690 -0.538 -1.270 0.119 -0.243 -0.323
C 3.474 -0.944 -0.708 -0.370 0.069 0.334
C 2.893 -2.105 -1.219 0.020 0.130 0.097
C 1.699 -2.575 -0.719 -0.177 0.109 0.173
C 1.048 -1.894 0.310 0.257 0.031 -0.120
C 1.615 -0.733 0.816 -0.283 -0.262 0.064
C 2.817 -0.264 0.309 0.171 0.002 -0.105
H 3.235 0.640 0.713 -0.018 0.019 0.021
H 1.125 -0.163 1.589 -0.009 0.040 0.044
O -0.123 -2.460 0.739 -0.002 -0.157 -0.166
C -0.795 -1.896 1.844 -0.080 -0.006 0.130
C -1.487 -0.617 1.519 -0.002 -0.360 -0.007
N -1.108 0.593 1.843 0.622 -0.659 0.437
N -1.983 1.478 1.364 -0.777 0.871 -0.418
C -2.918 0.812 0.731 0.389 -0.544 0.204
N -2.646 -0.540 0.804 0.087 1.534 0.128
N -3.393 -1.521 0.296 -0.248 -1.050 -0.215
C -4.463 -1.186 -0.345 0.270 -0.112 0.173
C -4.882 0.189 -0.526 0.223 0.681 0.176
C -6.043 0.549 -1.223 0.067 -0.062 0.034
C -6.393 1.873 -1.354 -0.076 -0.034 -0.051
C -5.603 2.879 -0.799 0.063 -0.016 0.039
C -4.457 2.559 -0.110 0.032 -0.099 0.013
C -4.090 1.219 0.031 -0.475 -0.136 -0.304
H -3.823 3.312 0.331 0.044 0.123 0.034
H -5.895 3.912 -0.913 -0.010 0.087 -0.001
H -7.291 2.137 -1.894 -0.064 0.006 -0.040
H -6.666 -0.216 -1.659 -0.063 -0.075 -0.042
C -5.267 -2.316 -0.897 0.030 -0.024 0.016
H -6.270 -2.311 -0.475 -0.101 -0.027 -0.024
H -5.346 -2.231 -1.979 -0.066 -0.026 -0.084
H -4.777 -3.253 -0.648 -0.014 -0.018 -0.010
H -1.546 -2.645 2.118 0.172 0.123 0.048
H -0.111 -1.728 2.684 -0.118 -0.002 -0.078
H 1.249 -3.473 -1.110 -0.040 -0.113 -0.053
H 3.385 -2.645 -2.015 0.057 -0.072 -0.086
H 5.014 -1.117 -2.035 0.060 0.253 0.181
H 7.848 2.620 1.578 0.086 0.086 0.058
H 6.802 1.311 2.153 -0.001 -0.009 0.108
H 7.823 1.070 0.725 0.073 -0.026 -0.005
```
Positions in Å, forces in eV/Å.

Computed properties:
Energy relative to the best compared isomer or geometry (same formula, charge and spin) ... 156.4 kJ/mol
HOMO energy ... -7.8 eV
Maximum force ... 0.02998 Eh/bohr
SMILES string ... CCOC(=O)Nc1ccc(OCc2nnc3c4ccccc4c(C)nn23)cc1
Energy ... -34641.424 eV
Charge ... 0

Results of the Löwdin charge analysis, in e, for atoms 1 through 6:
1 C -0.06
2 C -0.21
3 H 0.12
4 H 0.12
5 O -0.01
6 C -0.56



# C8H12F18K4O6P3

A structure of composition C8H12F18K4O6P3 (ωB97M-V/def2-TZVPD, the OMol25 dataset).

Geometry as XYZ:
```
51
Properties=species:S:1:pos:R:3:forces:R:3
K 1.275 -1.934 4.717 -0.019 0.299 -0.316
K -4.203 0.076 0.285 -0.025 0.292 0.297
K 1.285 4.860 5.203 -0.426 0.332 -0.450
K 1.310 5.058 -1.944 -0.057 0.318 0.563
P -4.208 4.022 4.229 1.780 -0.857 2.074
F -4.631 3.193 2.908 -0.607 0.162 -0.171
F -3.143 2.762 4.652 -0.892 -0.399 -0.481
F -2.930 4.593 3.372 -0.977 0.684 -0.408
F -3.491 4.749 5.533 -1.614 0.203 -0.241
F -5.219 5.278 3.983 1.348 -1.304 -0.242
F -5.399 3.233 5.095 1.329 1.107 -0.705
P 1.034 8.323 1.356 -0.962 1.798 1.034
F 2.077 8.574 0.067 -1.181 -0.164 1.330
F 1.696 6.871 1.615 1.146 -0.833 -0.506
F 2.010 8.990 2.447 0.910 -0.214 -0.618
F 0.037 7.945 2.563 -0.634 0.171 0.995
F 0.310 9.808 1.225 0.731 -1.476 -0.840
F -0.064 7.628 0.411 0.186 0.035 -1.543
P 1.074 1.179 1.146 0.199 -0.148 0.167
F 1.683 1.513 2.685 -0.724 0.706 -1.323
F 2.493 1.531 0.351 -0.893 0.075 1.657
F 1.554 -0.321 1.501 0.574 -0.842 -0.351
F 0.542 0.698 -0.279 -0.326 0.041 -0.935
F -0.413 0.737 1.700 0.307 0.508 0.889
F 0.524 2.693 0.959 0.712 -0.591 0.131
C -2.390 -3.649 -1.820 0.114 0.544 0.102
C -3.447 -4.653 -1.541 -0.871 -1.988 0.862
C -3.149 -5.692 -0.431 -0.639 -0.771 0.806
O -4.310 -5.652 0.494 1.853 -0.713 0.323
C -5.182 -4.817 0.036 -4.220 1.463 0.886
O -6.324 -4.598 0.481 3.727 -0.602 -1.263
O -4.676 -4.168 -1.018 -0.757 2.151 -1.473
H -1.488 -4.237 -1.991 0.261 0.322 0.053
H -2.261 -2.937 -1.004 0.266 -0.148 0.201
H -2.590 -3.071 -2.723 -0.095 -0.127 -0.024
H -3.638 -5.172 -2.480 -0.317 -0.086 0.013
H -2.243 -5.462 0.129 -0.096 -0.176 0.074
H -3.236 -6.744 -0.702 0.893 0.209 -0.591
C 4.362 -1.894 -2.233 1.228 -0.380 0.301
C 5.001 -2.813 -3.276 0.045 -1.251 1.960
C 4.892 -4.389 -3.042 0.211 3.242 0.594
O 4.596 -4.777 -4.338 0.840 -4.551 0.982
C 4.148 -3.851 -5.065 -0.682 3.292 -4.840
O 3.800 -3.937 -6.235 0.177 0.078 2.678
O 4.293 -2.661 -4.403 -2.066 0.312 -3.636
H 5.027 -1.030 -2.233 -0.184 0.103 0.988
H 4.300 -2.491 -1.323 0.416 0.677 0.566
H 3.355 -1.511 -2.398 0.052 -0.463 -0.738
H 6.054 -2.640 -3.498 0.189 0.610 0.363
H 4.009 -4.504 -2.413 0.424 -0.889 0.431
H 5.893 -4.707 -2.751 -0.652 -0.761 0.373
```
Positions in Å, forces in eV/Å.

Computed properties:
Energy relative to the best compared isomer or geometry (same formula, charge and spin) ... 632.8 kJ/mol
HOMO energy ... -12.4 eV
Maximum force ... 0.11460 Eh/bohr
Energy ... -162869.799 eV
Charge ... +1

Results of the Löwdin charge analysis, in e, for atoms 1 through 6:
1 K 0.96
2 K 0.94
3 K 0.95
4 K 0.94
5 P 0.27
6 F -0.19



# C5H11NO

An isolated molecule of C5H11NO (ωB97M-V/def2-TZVPD, the OMol25 dataset).

Geometry as XYZ:
```
18
Properties=species:S:1:pos:R:3:forces:R:3
C 1.651 0.418 -1.337 0.030 0.016 0.005
C 0.988 -0.505 -0.348 0.020 -0.068 -0.188
C 1.325 -0.515 1.101 0.147 -0.060 0.154
N 0.100 0.101 0.625 -0.131 0.052 -0.079
C -1.185 -0.568 0.880 -0.077 -0.099 0.139
C -2.252 -0.205 -0.129 0.281 -0.292 -0.112
O -1.859 1.468 -0.372 -0.163 -0.201 0.248
H 0.945 0.696 -2.128 0.116 -0.048 0.096
H 2.521 -0.057 -1.803 -0.118 0.060 0.067
H 1.982 1.335 -0.839 -0.039 -0.136 -0.058
H 0.643 -1.458 -0.757 0.042 0.147 0.079
H 2.082 0.164 1.490 -0.116 -0.107 -0.090
H 1.236 -1.461 1.636 -0.024 0.169 -0.089
H -1.107 -1.670 0.851 0.029 0.117 -0.004
H -1.464 -0.295 1.909 -0.004 -0.051 -0.192
H -1.940 -0.550 -1.122 0.101 0.001 0.090
H -2.646 1.548 0.193 0.108 0.604 0.050
H -1.019 1.555 0.152 -0.201 -0.103 -0.118
```
Positions in Å, forces in eV/Å.

Computed properties:
Energy relative to the best compared isomer or geometry (same formula, charge and spin) ... 525.4 kJ/mol
HOMO energy ... -7.6 eV
Maximum force ... 0.01198 Eh/bohr
Energy ... -8896.252 eV
Charge ... 0

Results of the Löwdin charge analysis, in e, for atoms 1 through 6:
1 C -0.05
2 C -0.34
3 C -0.09
4 N -0.14
5 C -0.30
6 C -0.06